# 1
ORCA calculation (ωB97M-V/def2-TZVPD) on a molecular structure, C34H38As2BrN7O4V.

## Properties
E_HOMO (spin up / spin down): -7.132 / -8.104 eV
F_max: 0.004 Eh/bohr
frontier orbital gap (spin up / spin down): 6.86 / 7.74 eV
total charge: 0
energy above the lowest of the compared OMol25 structures with the same formula, charge and spin: 0.0 kcal per mole
E: -9992.13424 Ha
⟨S²⟩: 3.76
spin multiplicity: 4

CARTESIAN COORDINATES (ANGSTROEM)
V -0.52849 -0.09803 0.64137
O 0.94288 1.24690 5.69153
C -0.27465 1.84813 5.56064
C -0.74596 2.60526 6.62516
C -1.97827 3.23192 6.53260
C -2.74181 3.11535 5.37885
C -2.26825 2.35074 4.32269
C -1.04323 1.70443 4.40160
C -0.58350 0.79872 3.27541
O -1.41508 0.77865 2.20156
N 0.80816 1.21318 2.90939
N 1.19553 0.43594 1.79553
C 2.40688 0.53324 1.42023
C 2.90403 -0.17045 0.24616
Br 1.65229 -1.31241 -0.62721
C 4.12102 -0.01658 -0.27641
C 5.20917 0.78063 0.32518
C 5.60566 0.58001 1.64668
C 6.63558 1.33220 2.19140
C 7.27781 2.28892 1.41936
C 6.89673 2.48209 0.09824
C 5.87469 1.72664 -0.45374
H 1.27185 1.05849 4.79440
H -0.13005 2.69574 7.51034
H -2.33921 3.82162 7.36592
H -3.70024 3.61213 5.30504
H -2.84082 2.22531 3.41304
H -0.43338 -0.21516 3.70200
H 0.77323 2.18664 2.60629
H 3.09811 1.18702 1.94554
H 4.33303 -0.48910 -1.22954
H 5.12045 -0.18594 2.23973
H 6.93913 1.16578 3.21667
H 8.07995 2.87821 1.84409
H 7.39715 3.22622 -0.50739
H 5.56816 1.88560 -1.48020
C -0.34183 -4.08619 1.49814
As -1.38172 -2.44423 1.49988
C -2.13633 -2.50155 3.29471
C -2.95818 -2.97212 0.45788
C -3.44876 -4.27180 0.52738
C -4.54419 -4.66147 -0.22993
C -5.16825 -3.74412 -1.06196
C -4.69487 -2.44079 -1.12662
C -3.59357 -2.04506 -0.37403
As -2.90952 -0.21881 -0.41409
C -4.21245 0.64907 0.74024
C -3.47214 0.47169 -2.13635
H -0.06786 -4.31543 0.47073
H -0.89001 -4.91652 1.94000
H 0.56256 -3.91051 2.07993
H -2.75309 -3.38922 3.42857
H -2.73153 -1.60269 3.44928
H -1.32322 -2.50910 4.01998
H -2.97292 -4.99942 1.17379
H -4.91057 -5.67836 -0.16696
H -6.02627 -4.03873 -1.65353
H -5.19798 -1.72847 -1.76980
H -5.22861 0.43148 0.41349
H -4.02715 1.72198 0.71425
H -4.04957 0.30274 1.75856
H -4.53395 0.31090 -2.31614
H -2.87075 0.03890 -2.93197
H -3.27253 1.54285 -2.11704
O -0.18792 1.53682 -0.59981
N 0.98768 1.96499 -0.89762
C 1.29753 1.86022 -2.16245
C 2.61616 2.23843 -2.56113
N 3.67858 2.54360 -2.87897
C 0.40213 1.24744 -3.10190
N -0.32976 0.75483 -3.83954
N -0.49818 -3.03143 -1.64724
C -1.10932 -3.21765 -2.61054
N -1.78346 -3.46751 -3.72391
C -2.41214 -2.34644 -4.43537
C -2.67182 -2.78399 -5.86209
O -3.46730 -3.95811 -5.89516
C -2.80837 -5.03279 -5.25338
C -2.54612 -4.71998 -3.79220
H -1.75058 -1.48128 -4.40052
H -3.36478 -2.09376 -3.95363
H -1.71927 -2.96400 -6.37543
H -3.22227 -2.01294 -6.39789
H -1.85844 -5.24616 -5.75998
H -3.45877 -5.90180 -5.34112
H -1.96243 -5.51415 -3.32765
H -3.49162 -4.61227 -3.24967

From a Löwdin analysis of the wavefunction, the atomic charges in e read: 0.28 0.04 -0.28 -0.02 -0.09 -0.09 -0.03 -0.10 -0.46 -0.34 0.01 -0.07 -0.15 -0.58 0.90 -0.08 -0.23 -0.05 -0.08 -0.08 -0.07 -0.03 0.07 0.11 0.10 0.10 0.10 0.13 0.15 0.14 0.12 0.12 0.10 0.10 0.11 0.08 -0.29 1.13 -0.27 -0.41 -0.10 -0.08 -0.09 -0.11 -0.41 1.16 -0.26 -0.27 0.00 0.02 0.03 0.03 0.03 0.03 0.09 0.10 0.11 0.09 0.03 0.04 0.02 0.02 -0.01 0.04 -0.31 -0.02 -0.33 -0.17 0.17 -0.17 0.18 0.13 -0.25 -0.08 -0.12 -0.18 -0.12 -0.19 -0.11 0.10 0.12 0.13 0.13 0.13 0.13 0.14 0.12

***

# 2
ORCA calculation (ωB97M-V/def2-TZVPD) on a molecular structure, C34H38AsN12O2PdS.

## Properties
E_HOMO: -15.328 eV
F_max: 0.028 Eh/bohr
frontier orbital gap: 6.57 eV
total charge: +3
energy above the lowest of the compared OMol25 structures with the same formula, charge and spin: 7.3 kcal per mole
E: -4886.91012 Ha

CARTESIAN COORDINATES (ANGSTROEM)
Pd -0.04923 -0.61635 -1.59482
N -2.50553 7.18167 1.07684
C -1.92800 5.99280 0.87589
C -1.75372 5.49078 -0.43643
C -1.14683 4.28398 -0.64314
C -0.69676 3.54020 0.46213
C -0.86688 4.01679 1.77733
C -1.47774 5.21973 1.97713
S 0.06501 2.05874 0.23038
O 1.05529 1.73436 1.24553
O 0.33097 1.79890 -1.17946
N -1.00814 0.75143 0.57240
C -2.18973 0.53922 -0.19008
N -3.29941 1.12564 0.17564
C -4.37610 0.90526 -0.58611
C -4.34075 0.07407 -1.69502
C -3.12592 -0.50262 -2.01591
N -2.04607 -0.25386 -1.26858
H -2.80306 7.75630 0.30692
H -2.60788 7.56390 2.00146
H -2.08807 6.08110 -1.27928
H -0.99416 3.91256 -1.64693
H -0.50554 3.44184 2.62044
H -1.60517 5.60279 2.98111
H -5.28960 1.40434 -0.28649
H -5.22253 -0.10699 -2.29193
H -2.99042 -1.16217 -2.86039
C -2.05467 0.85689 5.96298
C -0.78860 0.29507 5.88498
C -0.26000 -0.05524 4.65107
C -1.02208 0.17103 3.50916
C -2.29007 0.74806 3.57057
C -2.80272 1.08618 4.81289
As -0.38137 -0.40557 1.82782
C -1.17795 -2.06150 1.30589
C -2.51526 -2.38494 1.13998
C -2.84912 -3.68064 0.76882
C -1.85003 -4.63089 0.58245
C -0.51269 -4.30972 0.78063
C -0.16743 -3.01687 1.15318
C 1.20864 -2.54502 1.45678
C 2.34260 -3.34386 1.52153
C 3.55546 -2.79479 1.92246
C 3.66128 -1.45151 2.26503
C 2.54613 -0.62549 2.19154
C 1.34697 -1.18665 1.78029
H -2.46332 1.12126 6.92908
H -0.21079 0.12719 6.78341
H 0.72291 -0.50532 4.59020
H -2.86147 0.95847 2.67513
H -3.78623 1.53026 4.88511
H -3.30002 -1.65987 1.32743
H -3.88777 -3.95907 0.65139
H -2.12015 -5.64208 0.30674
H 0.24420 -5.07577 0.66807
H 2.28431 -4.40153 1.29852
H 4.42733 -3.43231 1.98854
H 4.60883 -1.05038 2.59851
H 2.61038 0.42307 2.44599
N -2.00103 -5.31901 -2.85277
N -1.04441 -4.34946 -2.66437
N 0.22917 -4.64761 -2.55551
C 0.76121 -3.47293 -2.26565
N -0.18760 -2.53177 -2.21551
N -1.35244 -3.11313 -2.45698
H -1.53892 -6.13587 -3.24340
H -2.71423 -4.97033 -3.48592
H 1.80943 -3.29521 -2.10690
C 2.73932 1.74182 -4.25976
N 2.34036 0.46456 -3.66212
C 1.42400 -0.34698 -4.44925
C 2.70781 0.10927 -2.42240
N 1.93743 -0.69246 -1.68273
N 3.86249 0.57479 -1.91095
C 4.08088 0.64281 -0.46997
C 5.08177 0.69538 -2.71606
H 1.84649 2.24568 -4.63011
H 3.42683 1.59759 -5.09289
H 3.20395 2.37614 -3.51188
H 1.52357 -0.05768 -5.49279
H 0.37525 -0.19539 -4.17099
H 1.67178 -1.40351 -4.36319
H 2.39054 -1.03273 -0.84394
H 3.13281 0.75579 0.05564
H 4.69341 1.51753 -0.25494
H 4.61044 -0.24043 -0.10088
H 4.88643 0.44398 -3.75272
H 5.82797 -0.00006 -2.32872
H 5.48393 1.70637 -2.65715

From a Löwdin analysis of the wavefunction, the atomic charges in e read: 1.01 0.18 -0.27 0.00 -0.04 -0.34 -0.04 0.01 0.71 -0.32 -0.32 -0.28 -0.46 0.18 -0.03 0.02 -0.06 0.00 0.13 0.13 0.13 0.12 0.12 0.13 0.14 0.13 0.11 -0.03 -0.04 -0.07 -0.31 -0.09 -0.04 1.43 -0.25 -0.07 -0.04 -0.05 -0.02 -0.20 -0.19 0.01 -0.02 -0.05 -0.09 -0.27 0.13 0.12 0.11 0.08 0.12 0.11 0.12 0.12 0.12 0.12 0.13 0.13 0.11 0.18 -0.25 0.18 -0.16 -0.10 0.12 0.13 0.12 0.12 -0.02 -0.13 -0.04 -0.42 0.01 -0.13 -0.02 -0.01 0.10 0.10 0.10 0.10 0.06 0.09 0.06 0.06 0.11 0.10 0.09 0.11 0.11

***

# 3
ORCA calculation (ωB97M-V/def2-TZVPD) on a molecular structure, C34H38BCrF3N9O3.

## Properties
E_HOMO (spin up / spin down): -5.765 / -6.155 eV
F_max: 0.010 Eh/bohr
frontier orbital gap (spin up / spin down): 5.67 / 5.93 eV
total charge: 0
energy above the lowest of the compared OMol25 structures with the same formula, charge and spin: 89.7 kcal per mole
E: -3405.92392 Ha
⟨S²⟩: 3.82
spin multiplicity: 4

CARTESIAN COORDINATES (ANGSTROEM)
Cr 0.71222 -1.29236 0.22287
C 0.11227 -4.65461 2.61518
C 0.74793 -4.10372 1.36000
O 0.13549 -3.12775 0.82711
C 1.88888 -4.75978 0.87971
C 2.58412 -4.51159 -0.29597
C 3.26140 -5.68679 -0.94908
N 2.12809 -3.13858 -2.20295
N 2.13667 -1.88545 -2.88777
C 1.12164 -1.15809 -2.58791
O 0.22993 -1.43554 -1.66258
C 0.93647 0.14276 -3.30736
C -0.13489 0.96530 -2.97826
C -0.25351 2.23175 -3.53267
C 0.70273 2.68159 -4.43071
C 1.75990 1.85118 -4.78877
C 1.87496 0.58671 -4.23648
H -0.81981 -4.13416 2.81933
H 0.78782 -4.52000 3.46099
H -0.08167 -5.72395 2.51833
H 2.11525 -5.68665 1.39734
H 4.09896 -6.06597 -0.36281
H 3.60858 -5.43218 -1.94666
H 2.53368 -6.49559 -1.03591
H -0.87275 0.60111 -2.27815
H -1.09218 2.85983 -3.26156
H 0.61861 3.66898 -4.86434
H 2.49784 2.19361 -5.50233
H 2.69542 -0.06683 -4.49553
B 3.55226 -0.71511 1.92937
N 3.55273 -1.75122 0.78942
C 4.61027 -2.37405 0.27649
C 4.27737 -3.15941 -0.78921
C 2.77859 -3.13775 -0.90781
N 2.44430 -2.04517 -0.00630
N 2.24529 -0.90965 2.79246
C 2.13954 -0.83650 4.11899
C 0.79852 -0.86916 4.46908
C 0.13662 -0.97080 3.25181
N 1.01883 -0.98396 2.25116
H 4.48908 -0.93650 2.65568
H 3.56099 0.43266 1.53266
H 5.57727 -2.22036 0.72738
H 4.93726 -3.74714 -1.39659
H 1.15161 -3.38014 -2.01430
H 3.02754 -0.77351 4.72171
H 0.37401 -0.84922 5.45486
H -0.91600 -1.07513 3.04722
C -6.30135 2.21176 2.08278
C -4.80839 2.43381 1.90002
N -4.46076 2.90844 0.56992
C -4.86806 4.26287 0.20004
C -6.04214 4.28165 -0.76442
C -3.66492 2.24786 -0.30232
O -3.27568 2.74102 -1.34758
C -3.25816 0.83841 0.03013
C -4.16098 -0.21100 0.11198
C -3.67195 -1.49308 0.28222
C -2.30369 -1.68700 0.38185
N -1.42773 -0.67712 0.31694
C -1.90735 0.55332 0.12638
H -6.49747 1.79245 3.06888
H -6.68845 1.52211 1.33321
H -6.85872 3.14422 2.00160
H -4.26301 1.51203 2.09632
H -4.44825 3.17059 2.62569
H -4.01023 4.75640 -0.25974
H -5.10501 4.79048 1.12598
H -5.78050 3.75025 -1.67772
H -6.29106 5.30765 -1.03276
H -6.92814 3.81767 -0.33195
H -5.22377 -0.02553 0.02583
H -4.33157 -2.34736 0.32339
H -1.87747 -2.67137 0.51024
H -1.19029 1.34737 -0.01885
F 2.32087 5.23079 -1.46757
C 3.14201 4.53241 -0.66173
F 4.34631 4.51697 -1.24395
F 3.26079 5.23373 0.47819
C 2.60250 3.13933 -0.41352
C 1.64857 2.93994 0.57777
C 1.14066 1.67008 0.73970
N 1.51263 0.63825 -0.03148
C 2.47568 0.82643 -0.93793
C 3.03495 2.07329 -1.17149
H 1.32347 3.74085 1.22319
H 0.44317 1.44846 1.53557
H 2.80878 -0.05057 -1.47140
H 3.79456 2.18105 -1.93052

From a Löwdin analysis of the wavefunction, the atomic charges in e read: 0.85 -0.01 -0.40 -0.14 -0.01 -0.15 -0.06 0.04 0.10 -0.48 -0.18 -0.17 -0.03 -0.07 -0.09 -0.08 -0.04 0.08 0.09 0.08 0.12 0.09 0.08 0.09 0.10 0.10 0.10 0.10 0.11 -0.40 -0.04 -0.08 0.00 -0.48 -0.06 -0.04 -0.08 -0.05 -0.14 -0.05 0.08 0.07 0.13 0.10 0.12 0.12 0.09 0.11 -0.07 -0.21 -0.06 -0.20 -0.07 -0.42 0.08 -0.11 0.01 -0.01 -0.09 0.03 -0.05 0.08 0.07 0.07 0.11 0.12 0.12 0.12 0.08 0.08 0.06 0.12 0.11 0.11 0.11 0.15 -0.58 0.15 0.14 -0.08 0.04 -0.11 0.01 -0.08 0.06 0.13 0.12 0.11 0.14

***

What is the E in the first record?
-9992.13424 Ha